Entry 1:
Here is CH2InLiO as an isolated structure at a distorted geometry from the OMol25 dataset. Energies are from ωB97M-V/def2-TZVPD.

```
6
Properties=species:S:1:pos:R:3:forces:R:3
C -0.09840 0.26819 -0.51230 3.673 1.827 4.701
O 0.47955 -0.14139 0.56496 -1.360 0.685 -3.518
H -0.09121 1.37921 -0.62271 0.199 -0.368 -0.949
In -1.79216 -0.82999 -0.38878 -3.655 -2.353 -0.303
Li 2.32115 -0.05331 0.83755 0.716 -0.150 0.756
H 1.97666 0.73280 -0.87041 0.425 0.358 -0.687
```
Forces are in eV/Å.

Summary:
ΔE to the lowest compared entry with this formula, charge and spin, kJ/mol: 215.53
HOMO-LUMO gap (spin up / spin down), eV: 7.919 / 8.321
Net charge: +2



Entry 2:
Here is C16H18AuClN4O5S2 as an isolated structure at a distorted geometry from the OMol25 dataset. Energies are from ωB97M-V/def2-TZVPD.

```
47
Properties=species:S:1:pos:R:3:forces:R:3
Au -1.72163 -0.15345 0.68692 0.873 0.016 0.822
O -4.42141 -2.10008 -1.90927 -0.343 -0.289 -0.285
Cl -3.54740 -1.39179 -1.04716 -0.262 -0.125 -0.304
O -4.26846 -0.36250 -0.32785 -0.211 0.230 0.130
O -2.49511 -0.75784 -1.82033 0.228 0.103 -0.216
O -2.94088 -2.29255 -0.08631 0.007 -0.220 0.099
S -1.89241 -0.83207 5.44170 0.020 0.041 -0.315
C -1.31067 0.71945 4.99791 -0.039 -0.103 0.042
C -1.28664 0.83787 3.64726 0.017 0.024 0.242
N -1.71269 -0.27778 2.97405 -0.132 0.140 -0.349
C -2.06520 -1.22955 3.77893 0.021 -0.042 0.371
H -1.02956 1.44417 5.74315 0.003 0.021 -0.036
H -0.98352 1.70435 3.07847 -0.016 0.006 0.030
H -2.43473 -2.18874 3.44867 -0.008 0.018 -0.024
S 4.76612 -0.28161 -1.61916 -0.086 -0.158 0.062
C 3.07480 -0.24395 -1.02408 0.220 0.051 -0.068
C 2.81281 -0.02538 0.32131 -0.139 0.005 0.012
C 1.49422 -0.04473 0.74351 0.114 -0.022 -0.015
N 0.47703 -0.25503 -0.08854 -0.203 0.073 -0.077
C 0.72534 -0.42952 -1.38477 0.054 -0.032 -0.053
C 2.01496 -0.42769 -1.89774 -0.086 0.019 0.065
C 5.06669 -2.02897 -1.32465 0.000 0.308 -0.096
C 4.77396 -2.96268 -2.30601 0.047 -0.104 0.058
C 4.99681 -4.30282 -2.01689 -0.030 0.065 -0.036
N 5.48106 -4.73068 -0.85649 0.064 -0.146 0.023
C 5.78714 -3.82126 0.06201 -0.015 0.063 -0.002
C 5.60427 -2.45691 -0.12134 0.030 -0.113 -0.004
H 3.61101 0.16382 1.02508 0.025 -0.054 -0.014
H 1.23795 0.10752 1.78561 0.019 -0.002 -0.010
H -0.14489 -0.58260 -2.01096 0.017 -0.012 -0.035
H 2.18206 -0.56203 -2.95709 0.015 -0.048 0.009
H 4.39416 -2.65780 -3.27109 -0.053 0.005 0.018
H 4.77517 -5.06885 -2.75184 -0.013 0.034 -0.012
H 6.19825 -4.20258 0.99039 -0.003 0.040 0.004
H 5.88580 -1.75113 0.64775 -0.053 0.011 0.013
C -2.50240 4.17442 -1.52850 0.099 -0.088 0.050
N -3.56777 3.53515 -0.77114 0.070 0.154 -0.003
C -4.96437 3.89319 -0.97353 -0.129 -0.191 0.038
C -3.23876 2.56387 0.08426 -0.028 -0.090 -0.047
O -2.07690 2.23740 0.32825 -0.098 0.273 -0.051
H -2.89124 5.04110 -2.05519 -0.056 -0.006 0.017
H -2.07276 3.47434 -2.24755 -0.008 0.028 -0.020
H -1.70644 4.48619 -0.85332 -0.002 0.021 -0.021
H -5.02464 4.76894 -1.61248 0.040 0.012 -0.005
H -5.44117 4.13331 -0.02260 -0.001 0.017 -0.022
H -5.52188 3.08089 -1.44337 0.028 0.024 -0.041
H -4.09606 2.05657 0.54398 0.003 0.041 0.055
```
Forces are in eV/Å.

Summary:
ΔE to the lowest compared entry with this formula, charge and spin, kJ/mol: 69.80
HOMO-LUMO gap, eV: 8.246



Entry 3:
Here is C15H49Li2N12O19 as an isolated structure at a distorted geometry from the OMol25 dataset. Energies are from ωB97M-V/def2-TZVPD.

```
97
Properties=species:S:1:pos:R:3:forces:R:3
Li -1.51826 1.33073 -4.17740 0.854 -0.063 0.698
Li -2.34225 -2.00109 -1.85636 0.104 -0.164 0.950
C -0.21913 -0.53664 0.11902 -0.921 2.447 -5.036
C 0.24260 0.26551 1.13230 2.657 -2.361 2.600
C 0.41817 1.75696 1.03329 -0.493 3.309 3.575
O 0.56058 2.53678 2.08371 0.495 -3.117 -1.335
C 0.22127 2.44565 -0.11828 -1.674 -2.631 -4.471
C -0.39534 1.69991 -1.26917 2.631 0.091 3.291
C -0.48696 0.10915 -1.22544 -0.376 -1.421 3.916
O -0.90003 -0.56707 -2.20362 0.075 0.743 -0.555
O -0.79383 2.32190 -2.23827 -1.606 -0.064 -2.558
O 0.73459 -0.36199 2.15277 -0.988 1.722 -0.895
H -0.16783 -1.61259 0.19711 -0.140 -0.027 0.008
H 0.26241 3.52262 -0.18783 0.095 -0.012 0.127
C -1.65088 -2.68031 -4.94584 0.706 -0.007 1.164
C -2.68357 -3.64431 -4.26202 1.277 -0.405 -0.927
C -2.65104 -4.98824 -4.93873 -0.431 -0.210 -0.461
O -2.27317 -3.80184 -2.88993 -0.959 1.292 -1.743
H -1.73749 -2.45561 -6.00890 -0.741 -0.437 0.060
H -0.66247 -3.12431 -4.82745 0.104 -0.030 0.033
H -1.61080 -1.72872 -4.41577 -0.041 0.150 0.042
H -3.65600 -3.20982 -4.49368 -0.414 0.376 1.170
H -1.62141 -5.34505 -4.96381 -0.258 -0.529 0.350
H -3.00001 -4.96512 -5.97110 0.127 0.512 -0.199
H -3.40726 -5.62408 -4.47836 0.614 -0.448 0.396
C -1.68313 1.78015 4.98160 -0.753 2.449 2.761
O -2.20306 1.67149 6.08020 -0.880 0.860 0.553
N -1.25784 0.77551 4.34452 1.688 -5.631 -3.590
N -1.36048 2.90403 4.33435 -0.620 3.027 1.112
H -1.31294 -0.10788 4.83102 0.381 0.096 -0.168
H -0.47124 1.00886 3.75553 0.295 -0.961 -0.116
H -1.36629 3.67654 4.98495 -0.095 0.419 -0.675
H -0.89341 2.99541 3.44351 -0.099 -0.268 0.316
C 2.69989 -0.21029 5.49909 2.040 2.057 2.292
O 3.29270 0.11149 6.50427 0.883 1.165 1.646
N 2.47258 -1.44239 5.27152 -1.360 -5.675 -1.196
N 2.30247 0.59872 4.55780 -0.948 2.552 -2.947
H 2.00970 -1.72417 4.41919 0.109 -0.368 0.705
H 2.90621 -2.11843 5.88390 -0.428 0.089 -0.228
H 2.10633 0.17562 3.66192 -0.305 0.462 -0.007
H 2.69562 1.52766 4.50691 -0.240 0.041 0.382
C 3.02598 -3.43788 2.99220 -1.273 -1.232 1.826
O 2.10629 -3.98013 3.63489 0.927 0.470 -0.669
N 4.25123 -3.89350 2.84319 2.083 -2.626 0.674
N 2.95128 -2.28585 2.40189 -1.297 3.590 -2.529
H 4.93030 -3.39057 2.29000 0.046 -0.440 0.605
H 4.49355 -4.62911 3.49148 0.483 -0.009 -0.498
H 3.71975 -1.98634 1.81892 -0.314 0.311 0.313
H 2.11091 -1.72691 2.36362 -0.350 0.109 -0.156
C 0.98443 5.10130 -3.23927 4.245 4.346 -3.270
O 1.62042 6.14295 -3.52344 -0.538 -1.642 0.317
N 1.18311 3.91621 -3.81047 0.765 -2.931 -1.800
N 0.03222 5.04679 -2.41530 -4.585 0.204 4.594
H 1.54560 3.86356 -4.75171 -0.045 0.448 0.220
H 0.44246 3.25912 -3.61108 0.421 -0.335 -0.314
H -0.40552 4.14775 -2.27314 -0.212 0.277 0.460
H -0.11903 5.77270 -1.72954 0.107 0.004 -0.291
C 1.46097 0.36047 -4.54578 -3.545 3.574 -2.030
O 0.35244 0.80727 -4.92398 -0.724 0.862 0.356
N 2.58079 0.98492 -4.63878 4.262 2.927 -0.864
N 1.57871 -0.78626 -4.05922 0.350 -6.188 2.551
H 2.71636 1.97522 -4.78382 -0.553 -0.262 -0.199
H 3.44346 0.48355 -4.48223 -0.188 0.271 0.121
H 2.51349 -1.04402 -3.77662 -0.602 -0.520 0.436
H 0.76438 -1.16777 -3.59943 0.108 -0.348 -0.031
C 0.29466 -4.69812 0.47088 -1.521 -0.258 -2.007
O -0.42235 -5.14721 -0.45682 1.067 0.393 1.440
N 0.03267 -4.63348 1.74813 -1.524 -0.296 1.785
N 1.48348 -4.11286 0.25438 1.825 0.303 -3.047
H -0.77876 -5.09176 2.13755 0.399 0.270 0.155
H 0.75815 -4.15388 2.26172 -0.579 -0.547 1.287
H 2.02067 -3.47515 0.82434 -0.496 -0.247 0.133
H 1.66430 -4.11888 -0.73928 0.437 0.294 0.179
O 2.06579 3.89387 4.24837 0.540 0.070 0.259
H 2.07053 3.55249 3.35412 -0.196 -0.078 -0.253
H 1.13907 3.93595 4.48427 -0.277 -0.052 0.041
O -2.72459 -2.69853 0.09762 -0.063 -0.450 -1.604
H -2.64871 -3.56591 0.49526 0.151 -0.388 -0.229
H -2.53510 -2.08980 0.81160 -0.250 0.747 0.718
O -2.56489 -1.20657 2.16487 -0.064 -0.076 0.168
H -1.64095 -1.02983 2.34184 0.534 0.190 0.287
H -3.03395 -0.50238 2.61247 -0.128 0.251 0.215
O 3.15490 3.91398 0.43874 0.377 0.008 -0.006
H 2.41834 3.62239 0.97604 -0.321 -0.074 0.268
H 2.83715 3.84543 -0.46157 -0.076 0.040 -0.251
O -2.33988 3.46808 0.98361 -0.728 0.177 -0.097
H -3.11604 2.99432 0.68470 -0.307 -0.048 0.102
H -1.60326 2.96732 0.63308 0.519 -0.272 -0.135
O -0.54047 5.06828 2.22037 0.135 0.953 0.196
H -0.06866 4.24547 2.09147 0.367 -0.449 -0.116
H -1.37760 4.93721 1.77511 -0.285 -0.068 0.026
O -3.60480 1.95297 -3.39320 0.397 -0.329 -0.592
H -4.20882 2.58901 -3.77639 -0.219 0.204 -0.267
H -3.27850 2.37916 -2.60065 0.313 0.084 0.505
O -3.79264 -0.53831 -2.01463 0.398 -0.516 -0.034
H -4.67970 -0.39160 -1.68626 -0.242 -0.125 0.282
H -3.86262 -0.40988 -2.96060 -0.115 0.400 -0.269
```
Forces are in eV/Å.

Summary:
HOMO-LUMO gap (spin up / spin down), eV: 6.814 / 4.950
Spin multiplicity: 2



Entry 4:
Here is a 2-piece molecular cluster, C5H13NO overall at a distorted geometry from the OMol25 dataset. Energies are from ωB97M-V/def2-TZVPD.

```
20
Properties=species:S:1:pos:R:3:forces:R:3
C -2.07763 1.41093 -0.39269 0.971 0.039 -0.038
C -1.90481 0.31746 0.63483 -2.621 -1.564 -0.615
O -1.99096 -0.88386 0.35627 0.349 1.521 0.305
H -1.47323 2.27808 -0.12359 -0.031 0.103 0.014
H -1.77220 1.06855 -1.37843 -0.108 -0.067 -0.074
H -3.12000 1.73086 -0.41112 -0.052 -0.157 0.084
H -2.18713 0.64752 1.65556 0.741 -0.066 0.159
C 1.13170 -1.53327 -1.11213 0.099 0.112 0.172
C 0.97639 -1.32835 0.39236 -1.151 -0.397 -0.067
C 1.01394 0.10054 0.86089 -2.685 0.947 0.126
N 1.80610 0.98929 0.07953 0.548 0.323 -0.264
H 2.09441 -1.16534 -1.47675 -0.104 -0.008 -0.019
H 0.31939 -1.03727 -1.64389 0.010 0.061 -0.131
H 1.06623 -2.59508 -1.34297 0.001 -0.022 -0.044
H -0.07280 -1.66964 0.64828 1.357 -0.163 0.029
H 1.73086 -1.89821 0.92562 -0.040 -0.271 0.126
H -0.18102 0.43326 0.84573 2.714 -0.277 0.283
H 1.29781 0.17940 1.91159 0.004 -0.056 -0.058
H 1.50823 1.02809 -0.88677 0.032 0.018 0.067
H 1.83471 1.92707 0.45767 -0.035 -0.077 -0.055
```
Forces are in eV/Å.

Summary:
ΔE to the lowest compared entry with this formula, charge and spin, kJ/mol: 193.31
HOMO-LUMO gap, eV: 9.885



Entry 5:
Here is a 8-piece molecular cluster, C8H32N16O8 overall at a distorted geometry from the OMol25 dataset. Energies are from ωB97M-V/def2-TZVPD.

```
64
Properties=species:S:1:pos:R:3:forces:R:3
C 25.03043 27.95009 -26.93686 -2.027 -0.789 -4.496
O 25.59580 27.27186 -26.13968 2.188 -2.573 3.872
N 24.48062 27.50780 -28.06142 0.104 -1.497 -0.307
N 24.76720 29.18408 -26.81071 -0.157 6.780 2.809
H 23.95126 28.05996 -28.72096 0.158 -0.376 0.301
H 24.62599 26.50993 -28.11828 -0.069 -0.595 -1.729
H 25.13600 29.61203 -25.97349 -0.061 0.437 -0.291
H 24.49517 29.80156 -27.56225 0.073 -0.307 0.210
C 21.19985 27.43306 -24.75417 -1.919 1.880 -1.759
O 20.60224 26.94414 -23.85726 -1.896 -1.734 3.394
N 22.44303 27.24711 -24.96960 5.583 -1.696 -0.317
N 20.61473 28.22114 -25.66061 -1.150 1.262 -0.471
H 23.03948 27.78947 -25.57803 -0.410 -0.106 0.060
H 22.78450 26.39814 -24.54208 0.554 0.119 0.079
H 20.98747 28.27954 -26.59749 -0.532 0.411 0.200
H 19.74900 28.60414 -25.30858 -0.077 0.153 -0.937
C 23.25013 24.86316 -22.13342 -0.035 0.760 -1.399
O 23.03393 24.35209 -23.21377 -0.079 -1.326 -1.371
N 22.85779 26.09076 -21.90625 -1.353 3.484 1.148
N 24.04382 24.36306 -21.21555 2.105 -2.282 1.571
H 22.90876 26.51418 -20.99070 0.036 -0.240 -0.059
H 22.12175 26.47779 -22.47944 -0.341 -0.156 -0.221
H 24.27292 24.77429 -20.32196 -0.305 -0.135 -0.294
H 24.43020 23.46425 -21.46648 -0.062 0.039 0.490
C 21.19107 21.64256 -31.87500 -3.465 -0.106 0.306
O 20.02220 21.90686 -31.65918 -1.407 0.272 0.271
N 22.12640 22.38863 -31.40129 3.071 3.452 2.009
N 21.54562 20.59758 -32.55988 1.820 -3.508 -2.709
H 21.73664 23.20251 -30.94765 0.432 0.051 0.106
H 23.11822 22.22241 -31.30768 -0.221 -0.275 -0.360
H 20.85315 19.97783 -32.95546 -0.102 0.460 0.229
H 22.39028 20.67346 -33.10841 -0.004 -0.266 0.202
C 26.93509 26.36148 -22.79934 0.127 0.459 0.345
O 27.65853 26.18873 -21.82288 2.869 -0.733 3.895
N 26.59321 27.51325 -23.13540 -0.423 7.106 0.217
N 26.51265 25.48505 -23.53984 -2.008 -6.541 -3.397
H 26.31896 27.69566 -24.09019 -0.073 0.203 -0.598
H 26.93249 28.27427 -22.56458 -0.281 0.341 -0.191
H 25.84239 25.81815 -24.21800 -0.263 -0.896 -0.575
H 26.69296 24.50605 -23.36908 -0.201 -0.005 -0.420
C 25.20341 23.92681 -32.13811 -0.253 -3.036 -0.183
O 25.72717 22.94283 -31.64294 0.460 -0.943 0.161
N 24.89701 24.98759 -31.51701 0.132 4.915 4.314
N 24.58701 23.98039 -33.28974 -0.238 -1.664 -4.143
H 24.63775 25.80880 -32.04475 -0.165 -0.097 0.970
H 24.88232 24.87995 -30.51287 0.246 1.075 0.260
H 24.21186 24.87321 -33.57652 -0.163 -0.935 -0.651
H 24.67533 23.13634 -33.83736 -0.175 0.690 -0.712
C 24.19638 24.40930 -27.71283 1.493 1.900 -0.225
O 24.91340 24.97271 -28.55662 -0.226 0.533 0.953
N 23.77542 23.23733 -27.91100 -1.336 -4.995 -1.720
N 23.81676 24.81620 -26.48898 0.486 2.172 1.097
H 24.09942 22.84571 -28.78379 -0.367 -0.722 0.263
H 23.32724 22.73475 -27.15824 0.108 -0.473 -0.788
H 23.92944 25.80703 -26.32878 -0.251 -0.350 0.495
H 23.10858 24.27400 -26.01506 0.347 0.462 0.313
C 20.81001 25.90777 -28.16462 2.164 -0.735 -2.708
O 21.68651 25.74532 -29.02838 0.505 -0.544 1.264
N 20.68861 25.39895 -26.95467 1.352 -1.710 1.568
N 19.80368 26.66287 -28.43081 -3.914 3.202 -1.136
H 20.02910 25.86600 -26.34885 0.577 -0.543 0.495
H 21.55721 24.97461 -26.66216 -0.668 0.125 0.685
H 19.68857 27.02209 -29.36772 -0.115 -0.177 0.261
H 19.02437 26.63664 -27.78887 -0.196 0.324 -0.644
```
Forces are in eV/Å.

Summary:
ΔE to the lowest compared entry with this formula, charge and spin, kJ/mol: 59.37
HOMO-LUMO gap (spin up / spin down), eV: 7.816 / 2.032
Spin multiplicity: 2
Net charge: +1



| no. | energy (Ha) |
| --- | --- |
| 1 | -311.3342 |
| 2 | -2607.6777 |
| 3 | -2702.8530 |
| 4 | -328.2452 |
| 5 | -1801.8972 |